{
  "formula": "C7H9N",
  "method": "ωB97M-V/def2-TZVPD",
  "spin_multiplicity": 2,
  "energy_ha": -326.5244,
  "homo_lumo_gap_ev": [7.91, 8.89],
  "charge": 1,
  "lumo_ha": [-0.2084, -0.2086],
  "relative_energy_ev": 2.528,
  "elements": ["C", "C", "N", "C", "C", "C", "C", "C", "H", "H", "H", "H", "H", "H", "H", "H", "H"],
  "positions_angstrom": [[0.1620, -1.7659, -0.7738], [0.3500, -0.8913, -1.8868], [0.0477, 0.3462, -1.5326], [-0.2422, 0.3508, -0.0956], [-0.1827, -1.0580, 0.3375], [-0.3379, -1.6203, 1.7356], [0.2230, 2.7684, -0.1056], [-0.1695, 1.5132, 0.5576], [0.2614, -2.8052, -1.0926], [0.4590, -1.1741, -2.9240], [0.4564, 1.2306, -1.8245], [0.0510, -0.8301, 2.3844], [-0.0696, -2.6354, 2.0033], [-1.4118, -1.4888, 1.9532], [1.2622, 3.0199, 0.1388], [-0.4489, 3.5206, -0.4958], [-0.4103, 1.5196, 1.6211]],
  "forces_ev_per_a": [[0.3, -0.5, -2.3], [-1.5, 0.5, 0.6], [0.6, 0.1, 2.2], [0.9, -0.8, -1.1], [0.4, -1.0, 0.3], [-1.7, 2.4, -0.3], [0.6, -0.4, 0.8], [-0.7, 0.4, -0.1], [0.0, 0.0, 1.4], [0.6, 0.1, 0.0], [-0.4, -0.2, -0.9], [0.5, -0.6, 0.4], [0.5, 0.1, -0.5], [0.0, -0.4, 0.0], [-0.4, 0.3, -0.3], [-0.1, -0.1, 0.0], [0.3, 0.0, 0.0]],
  "lowdin_charge": [0.015, 0.021, 0.121, -0.166, -0.141, 0.008, 0.097, -0.009, 0.137, 0.152, 0.157, 0.088, 0.099, 0.108, 0.092, 0.082, 0.140]
}